No. 1
DFT (ωB97M-V/def2-TZVPD) results for C4H6FN3 in the gas phase at a distorted geometry.

Each line ends with the Löwdin charge.
CARTESIAN COORDINATES (ANGSTROEM)
C 1.93 0.83 -0.24  -0.223
C 2.62 -0.13 0.48  -0.051
C -0.15 -1.06 -0.38  -0.135
C -1.57 0.92 0.15  -0.031
N 0.66 1.15 -0.24  0.052
N -0.31 0.24 -0.10  -0.214
N -1.08 -1.92 -0.04  0.073
F 3.88 -0.37 0.09  -0.017
H 2.54 1.67 -0.59  0.112
H -1.55 1.39 1.14  0.090
H -1.73 1.69 -0.60  0.089
H -2.41 0.22 0.11  0.068
H -1.92 -1.74 0.51  0.097
H -0.93 -2.88 -0.31  0.090

Properties
- charge = 0
- LUMO (eV) = -0.634
- HOMO-LUMO gap (eV) = 7.735
- E_HOMO (eV) = -8.37


No. 2
DFT (ωB97M-V/def2-TZVPD) results for a molecular structure, C45H50CsF6N2O2P2 at a distorted geometry.

Each line ends with the Löwdin charge.
CARTESIAN COORDINATES (ANGSTROEM)
Cs -1.10 -0.34 -0.15  1.228
O 3.84 0.86 0.89  -0.047
N 3.61 -0.38 0.30  -0.007
C 4.62 -0.77 -0.36  -0.100
C 4.64 -2.06 -1.09  -0.212
C 5.83 -2.34 -1.76  -0.052
C 5.98 -3.50 -2.51  -0.088
C 4.92 -4.38 -2.58  -0.081
C 3.74 -4.11 -1.90  -0.075
C 3.57 -2.96 -1.14  -0.289
P 1.97 -2.57 -0.29  1.093
C 1.04 -4.12 -0.62  -0.393
C 1.20 -5.33 0.05  -0.087
C 0.51 -6.46 -0.37  -0.089
C -0.35 -6.39 -1.45  -0.094
C -0.53 -5.19 -2.12  -0.077
C 0.16 -4.06 -1.70  -0.108
C 2.45 -2.79 1.47  -0.375
C 3.46 -3.63 1.91  -0.101
C 3.76 -3.75 3.26  -0.086
C 3.03 -3.02 4.20  -0.090
C 2.02 -2.17 3.77  -0.079
C 1.73 -2.05 2.42  -0.107
H 2.98 1.06 1.30  0.047
H 5.51 -0.14 -0.41  0.128
H 6.64 -1.63 -1.69  0.106
H 6.91 -3.70 -3.02  0.099
H 5.01 -5.29 -3.16  0.101
H 2.93 -4.83 -1.97  0.097
H 1.86 -5.39 0.90  0.097
H 0.63 -7.39 0.18  0.101
H -0.90 -7.27 -1.76  0.100
H -1.23 -5.12 -2.95  0.104
H 0.00 -3.12 -2.21  0.096
H 4.04 -4.19 1.19  0.107
H 4.55 -4.41 3.59  0.098
H 3.26 -3.11 5.25  0.097
H 1.45 -1.59 4.49  0.105
H 0.96 -1.36 2.10  0.079
C 1.89 5.03 1.62  -0.128
C 1.85 3.54 1.28  -0.558
C 1.36 2.76 2.50  -0.146
P 0.86 2.93 -0.20  1.072
C 2.09 3.05 -1.59  -0.565
C 2.82 4.37 -1.82  -0.118
C 1.37 2.61 -2.87  -0.131
C -0.38 4.22 -0.59  -0.292
C -0.16 5.58 -0.73  -0.095
C -1.16 6.50 -1.03  -0.312
C -0.88 7.97 -1.13  -0.082
C -2.45 5.98 -1.19  -0.075
C -2.74 4.64 -1.08  -0.034
C -1.71 3.69 -0.80  -0.356
N -1.87 2.37 -0.76  -0.101
C -3.09 1.74 -0.80  -0.430
C -3.92 1.65 0.34  -0.236
C -3.50 2.38 1.59  -0.035
C -5.06 0.86 0.31  -0.025
C -5.42 0.13 -0.82  -0.285
C -6.62 -0.78 -0.80  -0.059
C -4.60 0.21 -1.93  -0.021
C -3.45 0.99 -1.95  -0.285
C -2.56 1.06 -3.16  -0.061
H 2.45 5.18 2.55  0.071
H 0.88 5.41 1.78  0.076
H 2.35 5.63 0.84  0.052
H 2.88 3.23 1.05  0.084
H 0.31 2.98 2.70  0.077
H 1.93 3.01 3.40  0.075
H 1.42 1.67 2.35  0.043
H 2.83 2.29 -1.34  0.083
H 2.13 5.15 -2.15  0.066
H 3.58 4.25 -2.61  0.071
H 3.34 4.72 -0.93  0.058
H 0.56 3.31 -3.11  0.076
H 0.91 1.63 -2.75  0.058
H 2.06 2.58 -3.72  0.071
H 0.84 5.97 -0.59  0.077
H 0.17 8.16 -1.35  0.065
H -1.12 8.51 -0.21  0.067
H -1.46 8.44 -1.93  0.065
H -3.27 6.67 -1.42  0.102
H -3.75 4.28 -1.23  0.104
H -2.50 2.05 1.90  0.072
H -4.20 2.20 2.40  0.074
H -3.43 3.46 1.41  0.074
H -5.67 0.79 1.20  0.116
H -7.40 -0.40 -0.13  0.072
H -6.35 -1.78 -0.45  0.072
H -7.05 -0.89 -1.80  0.069
H -4.86 -0.36 -2.82  0.112
H -3.03 0.58 -4.02  0.072
H -1.60 0.56 -2.97  0.038
H -2.32 2.09 -3.40  0.079
C -1.58 -3.48 3.10  0.007
C -2.44 -3.02 1.91  -0.529
O -1.77 -2.27 1.02  -0.625
C -3.00 -4.29 1.22  -0.554
F -1.99 -5.11 0.87  0.139
F -3.69 -4.03 0.10  0.146
F -3.82 -5.03 2.01  0.127
C -3.63 -2.20 2.48  -0.552
F -3.18 -1.02 2.95  0.128
F -4.57 -1.93 1.58  0.150
F -4.26 -2.79 3.52  0.127
H -0.67 -3.92 2.70  0.082
H -2.08 -4.20 3.76  0.087
H -1.30 -2.60 3.68  0.086

Properties
- charge = -1
- LUMO (eV) = 2.012
- HOMO-LUMO gap (eV) = 5.599
- E_HOMO (eV) = -3.59


No. 3
DFT (ωB97M-V/def2-TZVPD) results for a gas-phase ion, C6H10N (charge +1) at a distorted geometry.

Each line ends with the Löwdin charge.
CARTESIAN COORDINATES (ANGSTROEM)
C 0.31 -0.47 1.12  0.106
C -0.59 0.46 0.75  -0.290
C -1.57 1.14 1.63  -0.034
C -0.84 1.01 -0.65  -0.089
N 0.00 0.22 -1.47  0.193
C 0.81 -0.56 -1.11  -0.062
C 1.80 -1.48 -1.65  0.021
H 0.58 -0.60 2.11  0.086
H 0.79 -1.24 0.55  0.073
H -0.96 1.51 2.49  0.114
H -2.19 0.26 2.16  0.159
H -2.12 1.86 1.04  0.079
H -1.78 0.98 -1.17  0.150
H -0.54 2.00 -0.57  0.132
H 1.66 -1.50 -2.69  0.093
H 1.75 -2.46 -1.15  0.114
H 2.89 -1.14 -1.41  0.155

Properties
- structure (SMILES) = C=C(C)C[N+]#CC
- charge = +1
- LUMO (eV) = -4.943
- HOMO-LUMO gap (eV) = 9.309
- E_HOMO (eV) = -14.25


Short version: relative energy (zero: lowest compared OMol25 entry of this formula, charge and spin) = 130.7, 8.0, 60.8 kcal/mol, in the order given.
Short version: energy = -11427.02441, -89984.65532, -7863.71033 eV, in the order given.